Entry 1:
This record from the OMol25 dataset describes the molecule C6H12O. The level of theory is ωB97M-V/def2-TZVPD.

Positions of all 19 atoms, in Å:
1 C -1.87688 -0.99206 -0.65242
2 C -0.76890 -0.02315 -0.23938
3 C -1.30978 1.14454 0.58806
4 C 0.30130 -0.74697 0.54767
5 O 1.20823 -1.58447 -0.16148
6 C 1.72899 -0.42177 0.47526
7 C 2.28894 0.65967 -0.41994
8 H -2.62142 -0.49062 -1.28075
9 H -1.46280 -1.83326 -1.21740
10 H -2.39643 -1.39377 0.22676
11 H -0.31264 0.37419 -1.15296
12 H -1.78123 0.78548 1.51181
13 H -2.06374 1.70639 0.02624
14 H -0.50842 1.83835 0.86776
15 H -0.06579 -1.19431 1.47789
16 H 2.33693 -0.64219 1.35535
17 H 1.78434 0.65164 -1.38796
18 H 3.35817 0.51531 -0.60001
19 H 2.16113 1.64700 0.03551

- energy above the lowest of the compared OMol25 structures with the same formula, charge and spin (kJ/mol) = 105.98
- structure (SMILES) = CC(C)[C@H]1O[C@H]1C

Entry 2:
This record from the OMol25 dataset describes the molecule C22H32N4O4S. The level of theory is ωB97M-V/def2-TZVPD.

Positions of all 63 atoms, in Å:
1 C 1.54379 5.53753 0.26584
2 O 1.89728 4.52575 -0.64699
3 C 1.41097 3.26964 -0.44664
4 C 1.76788 2.31910 -1.40525
5 C 1.35082 1.01122 -1.28865
6 C 0.55561 0.62165 -0.21373
7 N 0.15619 -0.71756 -0.00859
8 C -0.36799 -1.48352 -1.11262
9 C -1.82716 -1.09084 -1.38002
10 O -2.28213 -0.99214 -2.49947
11 N -2.52131 -0.89397 -0.24931
12 C -3.89336 -0.42627 -0.20929
13 C -3.91582 0.98645 0.38552
14 C -5.22570 1.73836 0.16429
15 C -6.47558 1.00755 0.65513
16 C -6.85747 -0.17632 -0.23590
17 C -6.20116 -1.50690 0.14430
18 C -4.74532 -1.40642 0.60508
19 S 1.10152 -1.51878 1.12672
20 O 0.62483 -2.87038 1.18084
21 O 1.05889 -0.74311 2.33275
22 C 2.71973 -1.44796 0.44422
23 C 3.29167 -2.31229 -0.51408
24 C 2.71234 -3.55934 -1.07302
25 N 4.47633 -1.85222 -0.87008
26 N 4.67830 -0.72382 -0.18432
27 C 5.88830 0.02373 -0.36098
28 C 3.64270 -0.42890 0.62634
29 C 3.61479 0.76338 1.50303
30 C 0.19444 1.56714 0.73514
31 C 0.61631 2.88074 0.62649
32 H 0.46076 5.69117 0.29511
33 H 1.90770 5.31504 1.27415
34 H 2.02591 6.44309 -0.09882
35 H 2.38240 2.63292 -2.23439
36 H 1.65052 0.29227 -2.03576
37 H -0.33861 -2.53188 -0.80582
38 H 0.20046 -1.36543 -2.04060
39 H -2.02300 -0.97450 0.62530
40 H -4.22309 -0.40564 -1.25209
41 H -3.10554 1.56274 -0.06950
42 H -3.71018 0.91717 1.45743
43 H -5.15271 2.69916 0.68034
44 H -5.34039 1.94855 -0.90146
45 H -7.30051 1.72416 0.65060
46 H -6.33942 0.67679 1.68544
47 H -7.93995 -0.31900 -0.20099
48 H -6.60460 0.07383 -1.26762
49 H -6.25708 -2.16972 -0.72142
50 H -6.77416 -1.97474 0.94830
51 H -4.29768 -2.39995 0.53097
52 H -4.70837 -1.11500 1.65670
53 H 3.50369 -4.28080 -1.25837
54 H 2.21441 -3.35459 -2.02061
55 H 1.98635 -3.96756 -0.37538
56 H 6.45765 0.06292 0.56958
57 H 6.47593 -0.48252 -1.12329
58 H 5.66446 1.04163 -0.68432
59 H 3.55528 1.67461 0.90674
60 H 2.74361 0.70405 2.14902
61 H 4.51610 0.80998 2.11344
62 H -0.40354 1.25962 1.57728
63 H 0.31860 3.58793 1.38389

- energy above the lowest of the compared OMol25 structures with the same formula, charge and spin (kJ/mol) = 185.71
- structure (SMILES) = COc1ccc(N(CC(=O)NC2CCCCCC2)S(=O)(=O)c2c(C)nn(C)c2C)cc1

Entry 3:
This record from the OMol25 dataset describes a structure of composition C31H31KN4Si. The level of theory is ωB97M-V/def2-TZVPD.

Positions of all 68 atoms, in Å:
1 K 0.26629 -0.17307 0.44138
2 C -1.30435 1.34517 3.24475
3 C -1.38467 2.15420 1.93302
4 C -0.13051 2.92493 1.62944
5 C -0.14400 4.31745 1.61951
6 C 1.00992 4.99826 1.27338
7 C 2.14859 4.26737 0.96572
8 C 2.07073 2.88670 1.02251
9 N 0.96442 2.23000 1.33468
10 N -1.06620 -0.07228 3.02023
11 C -2.30319 -0.81232 2.82183
12 C -2.10931 -2.11684 2.09721
13 C -2.57383 -3.32159 2.61172
14 C -2.45226 -4.46990 1.84380
15 C -1.82052 -4.37712 0.60892
16 C -1.37560 -3.13574 0.19048
17 N -1.53319 -2.02877 0.90057
18 C -0.26866 -0.68257 4.06246
19 C 0.49448 -1.88830 3.59896
20 C 0.66320 -2.97460 4.44742
21 C 1.52067 -3.99114 4.06488
22 C 2.13114 -3.90661 2.81757
23 C 1.86710 -2.80255 2.02811
24 N 1.08760 -1.80264 2.41231
25 H -2.23470 1.49929 3.81929
26 H -0.48066 1.74450 3.84281
27 H -2.21319 2.86228 1.99430
28 H -1.57828 1.46257 1.10944
29 H -1.05033 4.85560 1.85807
30 H 1.01439 6.07707 1.22564
31 H 3.06624 4.75614 0.67944
32 H 2.93103 2.27705 0.78090
33 H -2.96865 -0.19694 2.21085
34 H -2.80695 -1.00380 3.78588
35 H -3.04138 -3.36452 3.58503
36 H -2.84859 -5.41397 2.19092
37 H -1.69071 -5.24362 -0.02088
38 H -0.89156 -3.00645 -0.76952
39 H -0.88055 -0.95329 4.94077
40 H 0.48115 0.04122 4.39644
41 H 0.15387 -3.00047 5.39995
42 H 1.72549 -4.81708 4.72945
43 H 2.81132 -4.67058 2.47556
44 H 2.32348 -2.68551 1.05167
45 C -1.90263 -1.92576 -5.74873
46 C -0.79971 -2.59177 -5.23720
47 C 0.04862 -1.94311 -4.36189
48 C -0.15922 -0.62053 -3.97625
49 C -1.28924 0.01365 -4.48118
50 C -2.14917 -0.62022 -5.36061
51 Si 1.05481 0.13835 -2.73446
52 C 1.51287 1.91555 -3.20748
53 C 2.84954 2.29091 -3.09680
54 C 3.28033 3.56557 -3.40650
55 C 2.36723 4.51824 -3.83062
56 C 1.02700 4.18243 -3.91741
57 C 0.61249 2.90104 -3.59886
58 H -2.56738 -2.41877 -6.44430
59 H -0.60981 -3.61519 -5.53609
60 H 0.91906 -2.45623 -3.97189
61 H -1.49811 1.03524 -4.19810
62 H -3.01879 -0.10272 -5.74953
63 H 2.28456 -0.52649 -3.27858
64 H 3.56319 1.53957 -2.78303
65 H 4.32884 3.82721 -3.33778
66 H 2.69495 5.51395 -4.09561
67 H 0.31012 4.92805 -4.24301
68 H -0.43883 2.66349 -3.68094

- calculated total energy (Ha) = -2308.32610

Sequential max |F| output: 0.39 1.19 0.71 eV/Å